7
Properties=species:S:1:pos:R:3:forces:R:3:lowdin_charge:R:1 method="wB97M-V/def2-TZVPD" orbital_gap_ev="9.873 / 7.086" lumo_ev="-0.76 / -2.29" energy_ev=-12310.670 homo_energy_ev="-10.64 / -9.38" multiplicity=1 de_lowest_kj_mol=363.4
C -1.20958 -0.01913 0.55927 -0.525 -2.041 -0.033 -0.346
N -1.02276 -1.02794 1.09802 -1.268 -1.290 1.561 0.203
N -0.87949 0.98613 -0.12421 1.725 3.590 0.292 0.060
N 1.31557 -0.23561 -0.00486 -2.030 4.024 0.405 -0.251
O 0.98850 -1.32199 -0.09035 1.249 -3.172 -0.629 0.162
O 2.11606 0.61505 -0.05455 1.719 -0.648 -0.314 0.173
F -1.30829 1.00349 -1.38333 -0.871 -0.464 -1.283 -0.002